2 unconnected molecules or ions with the total composition H2N2O at a distorted geometry. Source: OMol25; level of theory: ωB97M-V with the def2-TZVPD basis set.

Last column: natural (NBO) charge in e.
Geometry (Å):
N: 1.4378 1.3363 1.5344  -0.001
H: -0.5575 -1.7009 -0.6126  0.468
O: -0.8809 -0.9138 -1.0806  -0.935
H: -1.0702 -0.2798 -0.3622  0.467
N: 1.0708 1.5582 0.5210  0.001

* total charge: 0
* LUMO: 1.1 eV
* DFT total energy: -5060.9290 eV
* energy above the lowest of the compared OMol25 structures with the same formula, charge and spin: 0.0139 eV
* frontier orbital gap: 12.707 eV
* highest occupied orbital energy: -11.61 eV
* SMILES string: N#N.O